Version w
Here is a 2-piece molecular cluster, C2H6NO overall from the Open Molecules 2025 dataset. Energies are from the ωB97M-V functional and the def2-TZVPD basis.

The geometry in XYZ format:
```
10
Properties=species:S:1:pos:R:3:nbo_charge:R:1
C 1.47 0.53 0.20 -0.15
C 0.79 -0.27 -0.71 0.50
N -1.69 -0.29 0.15 -1.06
O 1.63 -0.89 0.09 -0.27
H 2.39 1.13 -0.07 0.25
H 1.23 0.92 1.11 0.25
H 0.12 -0.41 -1.53 0.29
H -1.96 -0.74 0.98 0.39
H -2.16 -0.65 -0.69 0.41
H -1.82 0.67 0.47 0.40
```

**Total charge**: +1



Version x
Here is an isolated ion of composition C2H6NO and charge +1 from the Open Molecules 2025 dataset. Energies are from the ωB97M-V functional and the def2-TZVPD basis.

The geometry in XYZ format:
```
10
Properties=species:S:1:pos:R:3:nbo_charge:R:1
N -1.12 0.75 0.42 -0.69
C -0.20 -0.50 0.81 -0.33
C 0.86 -0.61 -0.27 0.40
O 0.88 0.20 -1.20 -0.48
H -1.58 1.15 1.21 0.44
H -1.91 0.48 -0.19 0.46
H -0.55 1.48 -0.03 0.47
H 0.29 -0.39 1.80 0.27
H -0.83 -1.49 0.85 0.28
H 1.45 -1.46 -0.29 0.18
```

**Total charge**: +1
**SMILES**: [NH3+]CC=O



Relative energies, unit kJ/mol: version w 300.3; version x 0.0



Version w
Here is the molecule C4H5ClOS from the Open Molecules 2025 dataset. Energies are from the ωB97M-V functional and the def2-TZVPD basis.

The geometry in XYZ format:
```
12
Properties=species:S:1:pos:R:3:nbo_charge:R:1
S 1.82 0.64 -1.67 0.16
C 0.42 0.14 -1.29 -0.16
C -0.75 -0.32 -2.02 -0.13
O -1.39 -0.29 -0.61 -0.55
C -0.12 0.13 0.13 0.00
C 0.19 -0.78 1.34 -0.37
Cl -0.88 -0.04 2.61 -0.07
H -0.77 -1.41 -2.36 0.21
H -1.21 0.32 -2.62 0.20
H -0.42 1.16 0.60 0.23
H 1.12 -0.51 1.66 0.22
H -0.08 -1.88 1.07 0.25
```

**Total charge**: 0
**SMILES**: S=C1CO[C@H]1CCl



Version x
Here is the molecule C4H5ClOS from the Open Molecules 2025 dataset. Energies are from the ωB97M-V functional and the def2-TZVPD basis.

The geometry in XYZ format:
```
12
Properties=species:S:1:pos:R:3:nbo_charge:R:1
S -0.62 2.69 -1.14 0.07
C -0.40 1.28 -0.52 0.13
O -1.47 0.56 -0.12 -0.47
C -0.96 -0.65 0.63 -0.08
C 0.30 -0.90 -0.05 -0.46
C 0.85 0.47 -0.12 -0.25
Cl 2.33 0.67 -1.19 -0.04
H -1.74 -1.43 0.50 0.22
H -0.73 -0.43 1.66 0.19
H 0.09 -1.34 -0.99 0.22
H 1.02 -1.57 0.44 0.23
H 1.32 0.64 0.89 0.25
```

**Total charge**: 0
**SMILES**: S=C1OCC[C@H]1Cl



Relative energies, unit kJ/mol: version w 242.9; version x 0.0



Version w
Here is a 2-piece molecular cluster, C3H7N3 overall from the Open Molecules 2025 dataset. Energies are from the ωB97M-V functional and the def2-TZVPD basis.

The geometry in XYZ format:
```
13
Properties=species:S:1:pos:R:3:nbo_charge:R:1
C 0.71 1.13 0.01 0.51
C 2.76 -0.35 -0.02 0.46
C -2.87 0.20 0.14 0.16
N 1.66 0.47 -0.11 -0.62
N -4.04 -0.21 -0.13 -0.58
N 3.98 0.04 0.01 -0.56
H -2.54 0.76 1.11 0.26
H 2.61 -1.38 -0.04 0.25
H -2.07 -0.01 -0.48 0.21
H -4.90 -0.06 0.46 0.48
H -4.19 -0.88 -0.99 0.47
H 4.58 -0.76 0.04 0.46
H 4.32 1.04 0.01 0.49
```

**Total charge**: +2



Version x
Here is an isolated ion of composition C3H7N3 and charge +2 from the Open Molecules 2025 dataset. Energies are from the ωB97M-V functional and the def2-TZVPD basis.

The geometry in XYZ format:
```
13
Properties=species:S:1:pos:R:3:nbo_charge:R:1
C 0.62 -0.48 -0.11 0.14
C -2.06 0.14 0.46 0.31
C 1.78 0.33 0.13 0.12
N -0.79 0.45 0.44 -0.20
N 2.97 0.16 -0.28 -0.51
N -2.86 -0.09 -0.51 -0.59
H 0.33 -1.50 -0.58 0.30
H -2.60 0.27 1.42 0.29
H 1.48 1.09 0.92 0.30
H 3.33 -0.59 -0.85 0.47
H 3.58 0.90 -0.02 0.46
H -3.83 0.02 -0.29 0.47
H -2.45 -0.16 -1.46 0.45
```

**Total charge**: +2



Version y
Here is an isolated ion of composition C3H7N3 and charge +2 from the Open Molecules 2025 dataset. Energies are from the ωB97M-V functional and the def2-TZVPD basis.

The geometry in XYZ format:
```
13
Properties=species:S:1:pos:R:3:nbo_charge:R:1
C 1.65 -0.30 -0.55 0.34
C -0.81 0.33 0.49 0.76
C -0.72 -0.76 -0.44 -0.38
N 1.44 0.66 0.26 -0.51
N 0.62 -1.04 -0.94 -0.51
N -1.53 1.04 1.20 -0.69
H 2.78 -0.22 -0.85 0.34
H -1.09 -1.55 0.31 0.34
H -1.39 -0.69 -1.20 0.32
H 2.13 1.42 0.37 0.47
H 0.72 -1.52 -1.81 0.47
H -2.62 0.82 1.31 0.53
H -1.17 1.82 1.85 0.54
```

**Total charge**: +2



Relative energies, unit kJ/mol: version w 0.0; version x 270.9; version y 264.8



Version w
Here is C6H5N as an isolated structure from the Open Molecules 2025 dataset. Energies are from the ωB97M-V functional and the def2-TZVPD basis.

The geometry in XYZ format:
```
12
Properties=species:S:1:pos:R:3:nbo_charge:R:1
C 4.54 -0.31 0.12 0.22
C 3.81 0.88 0.23 -0.20
C 2.69 0.53 -0.13 0.21
C 1.32 0.62 -0.38 -0.36
C 0.44 -0.14 0.28 -0.04
C -1.03 0.14 0.08 -0.65
N 4.41 -1.42 -0.12 -0.33
H 0.83 1.27 -1.20 0.24
H 0.89 -0.73 1.03 0.22
H -1.27 0.68 -0.82 0.23
H -1.33 0.61 1.02 0.24
H -1.67 -0.92 0.04 0.23
```

**Total charge**: 0



Version x
Here is the molecule C6H5N from the Open Molecules 2025 dataset. Energies are from the ωB97M-V functional and the def2-TZVPD basis.

The geometry in XYZ format:
```
12
Properties=species:S:1:pos:R:3:nbo_charge:R:1
C -1.69 -2.10 -1.08 -0.18
C -0.87 -1.21 -1.13 -0.10
C 0.16 -0.25 -1.15 -0.08
N -0.04 1.05 -0.82 -0.45
C 0.81 1.42 0.18 -0.15
C 0.85 0.69 1.39 -0.08
C 0.82 0.16 2.49 -0.25
H -2.42 -2.88 -1.01 0.24
H 1.19 -0.54 -1.32 0.22
H -0.87 1.58 -1.10 0.39
H 1.34 2.37 0.10 0.20
H 0.73 -0.29 3.45 0.23
```

**Total charge**: 0



Relative energies, unit kJ/mol: version w 0.0; version x 81.4



Version w
Here is C6H8N2O as an isolated structure from the Open Molecules 2025 dataset. Energies are from the ωB97M-V functional and the def2-TZVPD basis.

The geometry in XYZ format:
```
17
Properties=species:S:1:pos:R:3:nbo_charge:R:1
C -0.41 1.50 0.62 -0.43
N -0.39 0.49 -0.44 -0.28
C 1.88 0.12 -0.69 0.73
C 0.09 -0.68 -0.32 0.23
N 2.56 0.09 0.46 -0.84
C 0.09 -1.99 -0.32 -0.53
C -2.35 -0.17 -0.35 -0.16
C -3.56 -0.07 -0.42 -0.36
O 2.20 0.48 -1.77 -0.53
H 2.12 -0.22 1.31 0.41
H 3.56 0.23 0.45 0.41
H -0.40 1.05 1.62 0.19
H -1.33 2.07 0.50 0.25
H 0.42 2.19 0.46 0.22
H -0.87 -2.48 -0.41 0.24
H 1.01 -2.56 -0.29 0.23
H -4.63 -0.06 -0.43 0.22
```

**Total charge**: 0



Version x
Here is the molecule C6H8N2O from the Open Molecules 2025 dataset. Energies are from the ωB97M-V functional and the def2-TZVPD basis.

The geometry in XYZ format:
```
17
Properties=species:S:1:pos:R:3:nbo_charge:R:1
C 1.78 1.23 0.90 -0.74
C 0.31 1.08 1.00 0.52
O -0.33 1.92 1.61 -0.50
C -0.31 -0.07 0.30 0.16
N -1.29 -0.82 0.80 -0.39
C -1.48 -1.81 -0.10 -0.07
C -0.67 -1.53 -1.28 -0.08
N 0.04 -0.53 -0.89 -0.27
C 1.01 0.07 -1.88 -0.39
H 2.14 1.96 1.83 0.26
H 2.06 1.89 -0.01 0.25
H 2.29 0.10 0.96 0.23
H -2.18 -2.50 0.00 0.19
H -0.45 -1.96 -2.14 0.20
H 0.75 1.13 -1.97 0.21
H 0.88 -0.23 -2.78 0.20
H 2.01 -0.04 -1.77 0.21
```

**Total charge**: 0
**SMILES**: CC(=O)c1nccn1C



Version y
Here is the molecule C6H8N2O from the Open Molecules 2025 dataset. Energies are from the ωB97M-V functional and the def2-TZVPD basis.

The geometry in XYZ format:
```
17
Properties=species:S:1:pos:R:3:nbo_charge:R:1
C -0.58 1.70 -0.30 -0.26
C 0.72 1.54 -0.37 -0.18
C 1.13 0.34 0.40 -0.12
N 2.22 -0.42 0.16 -0.53
C 0.90 -0.94 -0.37 -0.12
C -0.33 -1.67 -0.08 -0.12
O -1.48 -1.02 -0.63 -0.40
N -2.16 -0.38 0.31 -0.10
C -1.74 0.86 0.40 0.03
H -1.00 2.47 -1.00 0.22
H 1.34 2.38 -0.81 0.24
H 0.75 0.13 1.32 0.19
H 2.59 -0.76 0.99 0.36
H 0.86 -0.83 -1.57 0.20
H -0.55 -1.98 1.05 0.19
H -0.24 -2.66 -0.54 0.20
H -2.44 1.23 1.04 0.19
```

**Total charge**: 0
**SMILES**: C1=C\[C@@H]2N[C@H]2CO\N=C/1



Version z
Here is the molecule C6H8N2O from the Open Molecules 2025 dataset. Energies are from the ωB97M-V functional and the def2-TZVPD basis.

The geometry in XYZ format:
```
17
Properties=species:S:1:pos:R:3:nbo_charge:R:1
C 1.87 1.41 -0.22 -0.66
C 0.46 1.45 0.11 0.51
O -0.07 2.47 0.24 -0.47
C -0.23 0.17 0.24 0.18
N -1.28 0.06 1.16 -0.39
C -1.66 -1.28 1.05 -0.08
C -0.87 -1.98 0.05 -0.07
N -0.06 -1.00 -0.46 -0.28
C 0.90 -1.23 -1.50 -0.39
H 2.23 0.95 -1.31 0.22
H 2.27 2.22 -0.05 0.21
H 2.53 0.63 0.31 0.22
H -2.63 -1.76 1.55 0.22
H -0.79 -2.80 -0.31 0.17
H 0.83 -2.10 -1.95 0.21
H 0.80 -0.44 -2.25 0.21
H 1.84 -1.09 -1.17 0.20
```

**Total charge**: 0
**SMILES**: CC(=O)c1nccn1C



Relative energies, unit kJ/mol: version w 502.2; version x 0.0; version y 413.5; version z 111.0



Version w
Here is an isolated ion of composition C5H10NO and charge +1 from the Open Molecules 2025 dataset. Energies are from the ωB97M-V functional and the def2-TZVPD basis.

The geometry in XYZ format:
```
17
Properties=species:S:1:pos:R:3:nbo_charge:R:1
O 0.67 2.77 0.54 -0.48
C -0.34 2.13 0.58 0.43
C -0.47 0.80 -0.13 -0.17
C -0.98 -0.39 0.67 -0.42
C -0.33 -1.61 0.02 -0.42
C 1.03 -1.10 -0.51 -0.22
N 0.84 0.41 -0.67 -0.50
H -1.25 2.45 1.10 0.16
H -1.15 0.99 -0.96 0.25
H -0.64 -0.34 1.71 0.23
H -2.06 -0.44 0.65 0.26
H -0.16 -2.39 0.75 0.25
H -0.91 -2.03 -0.81 0.23
H 1.36 -1.52 -1.45 0.24
H 1.76 -1.24 0.28 0.23
H 1.03 0.68 -1.64 0.45
H 1.60 0.84 -0.14 0.46
```

**Total charge**: +1
**SMILES**: O=C[C@@H]1CCC[NH2+]1



Version x
Here is an isolated ion of composition C5H10NO and charge +1 from the Open Molecules 2025 dataset. Energies are from the ωB97M-V functional and the def2-TZVPD basis.

The geometry in XYZ format:
```
17
Properties=species:S:1:pos:R:3:nbo_charge:R:1
C 2.06 0.45 -0.37 -0.64
C 0.65 0.31 0.16 0.45
C 0.40 -0.85 0.94 -0.28
N -0.15 -0.87 -0.38 -0.38
C -1.52 -0.40 -0.52 -0.27
C -1.53 0.96 0.23 -0.10
O -0.18 1.36 0.17 -0.45
H 2.09 1.28 -1.20 0.26
H 2.39 -0.41 -0.82 0.23
H 2.61 0.89 0.52 0.27
H 1.14 -1.63 1.12 0.26
H -0.35 -0.76 1.73 0.25
H 0.36 -1.51 -0.96 0.45
H -2.04 -1.29 -0.04 0.24
H -1.91 -0.20 -1.56 0.27
H -2.19 1.76 -0.31 0.25
H -1.83 0.89 1.30 0.21
```

**Total charge**: +1
**SMILES**: C[C@]12C[N@H+]1CCO2



Relative energies, unit kJ/mol: version w 0.0; version x 179.7